Formula: C25H35Cl2F5O24
Source: OMol25
Level of theory: the ωB97M-V functional and the def2-TZVPD basis

Each line ends with the Löwdin charge.
Cartesian coordinates (Å):
O1 2.753 -0.868 -3.154  0.143
C1 3.373 -0.871 -2.102  -0.564
O2 3.862 -1.917 -1.422  0.078
C2 4.372 -1.455 -0.113  0.007
C3 4.687 0.016 -0.480  -0.301
F1 5.907 -0.074 -0.973  0.092
O3 3.751 0.266 -1.545  0.126
H1 3.515 -1.466 0.561  0.123
H2 5.272 -1.949 0.252  0.144
H3 4.739 0.727 0.345  0.171
O4 -0.160 -8.842 3.845  0.123
C4 -0.569 -7.804 3.280  -0.433
O5 -1.724 -7.129 3.643  0.059
C5 -1.719 -5.883 2.917  -0.058
C6 -0.845 -6.193 1.762  -0.421
F2 -0.241 -5.074 1.568  0.090
O6 0.062 -7.035 2.344  0.154
H4 -2.765 -5.609 2.775  0.139
H5 -1.314 -5.092 3.547  0.144
H6 -1.362 -6.505 0.854  0.182
O7 0.322 3.867 3.725  0.148
C7 0.393 2.656 3.923  -0.588
O8 1.358 2.001 4.467  0.105
C8 1.173 0.578 4.270  -0.013
C9 -0.358 0.554 4.296  -0.282
F3 -0.843 0.403 5.572  0.066
O9 -0.621 1.814 3.712  0.144
H7 1.554 0.210 3.317  0.120
H8 1.623 0.071 5.123  0.146
H9 -0.606 -0.367 3.769  0.153
O10 3.640 6.571 1.299  0.152
C10 4.129 6.077 0.279  -0.454
O11 5.257 6.536 -0.287  0.119
C11 5.585 5.675 -1.296  -0.108
C12 4.673 4.482 -1.183  -0.349
F4 5.362 3.494 -0.558  0.069
O12 3.702 4.921 -0.344  0.107
H10 5.580 6.058 -2.317  0.143
H11 6.621 5.360 -1.171  0.148
H12 4.246 4.105 -2.112  0.175
O13 -4.597 4.793 -2.391  0.190
C13 -3.898 3.994 -1.857  -0.598
O14 -2.574 4.111 -1.921  0.082
C14 -2.056 2.849 -1.624  -0.093
C15 -2.985 2.445 -0.459  -0.274
F5 -2.512 3.050 0.645  0.089
O15 -4.149 3.045 -0.990  0.152
H13 -2.072 2.109 -2.424  0.147
H14 -1.022 2.891 -1.280  0.104
H15 -3.124 1.387 -0.237  0.165
C16 -7.858 -3.818 1.711  -0.093
O16 -6.498 -3.997 1.876  -0.040
C17 -5.628 -2.888 1.695  -0.469
O17 -6.011 -1.787 1.209  0.076
O18 -4.388 -3.270 1.944  0.021
C18 -3.406 -2.307 1.584  -0.054
H16 -8.233 -3.178 2.509  0.102
H17 -8.405 -4.739 1.507  0.099
H18 -8.007 -3.254 0.790  0.089
H19 -2.885 -1.861 2.431  0.088
H20 -3.583 -1.521 0.850  0.103
H21 -2.618 -2.901 1.121  0.057
C19 1.647 2.486 -0.105  -0.038
O19 1.691 1.304 0.604  0.035
C20 0.721 0.468 0.440  -0.599
O20 -0.300 0.542 -0.281  0.110
O21 0.985 -0.559 1.198  -0.038
C21 0.201 -1.742 1.193  -0.023
H22 1.772 2.438 -1.187  0.096
H23 2.464 3.096 0.279  0.091
H24 0.749 3.067 0.107  0.110
H25 0.510 -2.544 1.864  0.100
H26 0.234 -2.040 0.145  0.068
H27 -0.810 -1.431 1.457  0.071
C22 0.829 4.614 -3.122  -0.037
O22 0.918 3.226 -3.251  -0.022
C23 0.445 2.625 -4.313  -0.578
O23 -0.274 3.130 -5.171  0.112
O24 0.859 1.326 -4.285  -0.021
C24 0.310 0.379 -5.227  -0.032
H28 0.954 5.173 -4.049  0.106
H29 1.522 4.995 -2.373  0.089
H30 -0.181 4.865 -2.795  0.094
H31 -0.690 0.626 -5.582  0.090
H32 0.234 -0.610 -4.774  0.083
H33 0.979 0.359 -6.088  0.097
Cl1 0.618 -5.585 -2.279  0.501
C25 -0.778 -4.686 -2.921  -0.978
Cl2 -1.311 -3.689 -1.553  0.505
H34 -0.566 -3.997 -3.738  0.031
H35 -1.610 -5.296 -3.273  0.036

Gap between HOMO and LUMO   10.78 eV
Spin multiplicity   1
Energy above the lowest of the compared OMol25 structures with the same formula, charge and spin   99.4 kcal/mol
SMILES   O=C1OC[C@@H](F)O1.O=C1OC[C@@H](F)O1.O=C1OC[C@@H](F)O1.O=C1OC[C@@H](F)O1.O=C1OC[C@@H](F)O1.COC(=O)OC.COC(=O)OC.COC(=O)OC.ClCCl
E_LUMO   -0.1 eV